Here is a 17-piece molecular cluster, C78H142N2O31 overall from the Open Molecules 2025 dataset. Energies are from ωB97M-V with the def2-TZVPD basis set.

## Properties
Net charge: -2
HOMO energy, eV: 0.277
HOMO-LUMO gap, Eh: 0.0725
Electronic energy, Eh: -5498.7116

Geometry as XYZ:
```
253
Properties=species:S:1:pos:R:3:forces:R:3
C -3.958 -11.379 4.501 0.5707 0.8893 -0.2005
C -2.769 -10.539 3.845 -0.0400 -0.0088 0.2550
C -2.149 -11.414 2.759 1.0258 -0.6406 -1.4808
C -2.861 -11.394 1.436 -1.6982 0.3478 0.9281
C -3.195 -9.956 0.968 -0.3915 -1.7910 0.8761
C -3.995 -9.117 2.058 1.6313 -0.9180 -0.8412
N -3.183 -9.171 3.300 0.2989 0.2369 0.8969
O -3.752 -8.308 4.322 0.3074 -1.4688 -0.9792
C -5.488 -9.599 2.195 -0.0628 0.3365 -0.1237
C -3.878 -7.712 1.356 -1.1344 0.2532 1.1560
C -1.628 -10.443 4.928 -0.7713 1.0250 0.5216
H -4.315 -10.815 5.363 -0.0778 0.0355 -0.0170
H -3.616 -12.364 4.820 0.2260 -0.0609 0.1175
H -4.801 -11.541 3.829 0.0906 0.1445 -0.1340
H -2.057 -12.466 3.033 -0.5450 -0.2748 0.7151
H -1.114 -11.295 2.439 0.5766 1.3143 0.8417
H -3.801 -11.875 1.705 -0.6218 -0.1234 -0.5963
H -2.384 -12.072 0.728 0.2044 0.3149 -0.3715
H -3.832 -10.127 0.100 -0.0153 0.6240 -0.3873
H -2.267 -9.443 0.719 -0.1499 0.1568 -0.1009
H -6.139 -9.013 1.546 -0.0692 0.2396 -0.0603
H -5.901 -9.540 3.202 0.5026 0.6631 0.2097
H -5.725 -10.632 1.943 0.6707 -0.3386 -0.4263
H -4.387 -6.937 1.928 0.0933 -0.0116 0.2965
H -4.396 -7.723 0.397 -0.0893 -0.3524 -0.2330
H -2.867 -7.355 1.162 0.1219 -0.4132 0.3617
H -0.674 -10.035 4.595 -0.1114 -0.1153 -0.6461
H -1.432 -11.387 5.436 -0.0897 -0.4887 -0.4181
H -1.884 -9.782 5.756 -0.5398 0.2587 -0.1401
C -0.394 -0.398 -2.247 -0.7792 -0.3954 -0.0097
C 0.214 -0.264 -0.830 0.4386 0.7884 0.8479
C 1.425 0.711 -0.931 -0.6687 1.4039 -0.7293
C 0.954 2.204 -1.034 0.7013 -1.9835 -0.8833
C 0.134 2.505 0.173 -0.7065 1.7472 -1.0777
C -1.167 1.648 0.314 1.1021 -0.2664 1.0675
N -0.757 0.246 0.201 0.3658 -1.2770 0.6054
O -1.749 -0.718 0.598 0.5841 1.1518 -1.0066
C -2.281 2.152 -0.616 -0.1718 -0.2707 -1.0466
C -1.637 1.977 1.755 -0.3021 -0.8063 0.5500
C 0.883 -1.617 -0.396 -0.8200 -0.2120 -0.5133
H -0.799 0.539 -2.628 0.3617 0.3183 0.0455
H -1.271 -1.044 -2.268 -0.0517 -0.2583 0.5404
H 0.276 -0.827 -2.993 0.4276 0.0927 -0.0119
H 1.957 0.464 -1.850 0.2936 -0.1866 -0.0437
H 2.117 0.629 -0.093 -0.1424 -0.2247 0.1721
H 0.425 2.332 -1.978 -0.7240 -0.2268 0.0154
H 1.765 2.906 -1.226 0.5383 0.0166 0.6756
H -0.151 3.541 -0.014 -0.6987 0.4952 0.2515
H 0.805 2.644 1.021 -0.3138 -0.9501 0.5112
H -3.126 1.472 -0.725 0.1417 -0.4588 0.5986
H -1.932 2.232 -1.645 0.2739 0.3403 -0.1720
H -2.711 3.106 -0.311 0.2051 0.2541 0.0921
H -1.871 3.034 1.881 0.4168 0.3638 -0.1858
H -0.898 1.652 2.487 0.2827 0.1790 -0.1019
H -2.544 1.486 2.108 -0.1343 -0.4501 -0.6306
H 1.413 -1.606 0.556 -0.6381 0.3108 0.3025
H 1.660 -1.959 -1.079 0.1995 0.5487 -0.6590
H 0.166 -2.435 -0.458 -0.2526 0.1425 0.6167
C 8.981 1.549 -3.100 0.1149 -0.9786 -1.1376
C 9.658 2.738 -2.500 1.3684 0.0327 0.8649
C 9.079 2.733 -1.108 -1.1409 0.0590 0.1736
O 7.713 2.440 -1.349 -1.3296 -0.0286 -0.2635
C 7.592 1.571 -2.493 0.4881 0.1301 0.0774
H 9.343 0.557 -2.833 0.9625 0.3174 0.2169
H 9.009 1.555 -4.190 -0.2588 0.1597 -0.0578
H 9.385 3.642 -3.043 -0.0846 0.0854 0.1589
H 10.745 2.696 -2.425 0.1306 -0.1422 -0.3977
H 9.136 3.667 -0.549 -0.0600 0.1889 -0.2225
H 9.414 1.955 -0.421 0.8528 -0.2407 -0.2341
H 6.851 1.912 -3.216 -0.2904 0.2328 0.4850
H 7.410 0.535 -2.209 -0.7528 0.1925 0.3456
C -4.974 -6.651 -5.600 -0.0659 -0.7010 -0.6692
C -5.429 -5.235 -5.738 0.0058 1.7223 0.4365
C -6.741 -5.318 -6.542 1.5673 -1.3395 0.4771
O -7.240 -6.589 -6.115 -1.0840 -0.3710 0.0520
C -6.291 -7.271 -5.308 -0.7085 -0.9962 0.7759
H -4.250 -6.907 -4.827 0.1507 0.3873 -0.1880
H -4.701 -7.057 -6.574 0.6471 0.0654 -0.0813
H -4.697 -4.523 -6.117 -0.0234 -0.0630 -0.1724
H -5.695 -4.911 -4.732 0.0396 0.3115 0.1232
H -6.498 -5.458 -7.596 -0.2296 0.5868 -0.3179
H -7.454 -4.517 -6.352 0.0480 -0.1033 -0.0512
H -6.319 -8.347 -5.480 -0.1383 -0.0343 -0.6141
H -6.536 -7.217 -4.248 -0.2020 0.5432 0.2486
C 9.730 -5.657 -3.957 0.4458 0.0627 0.1938
C 10.798 -6.762 -3.681 1.6092 1.5261 -0.6568
C 10.327 -7.307 -2.387 -1.0746 -0.4548 0.4538
O 8.942 -7.371 -2.598 -2.2683 -0.1956 0.5209
C 8.471 -6.330 -3.480 0.4056 -0.8779 -0.6030
H 9.622 -5.297 -4.980 0.3250 -0.1675 -0.0171
H 9.806 -4.785 -3.307 0.8519 0.0842 -0.0667
H 11.827 -6.424 -3.559 0.0499 0.6719 -0.0852
H 10.906 -7.451 -4.519 -0.6752 -0.4189 0.2062
H 10.505 -6.678 -1.515 0.4496 0.6262 -0.1063
H 10.643 -8.293 -2.044 0.1708 -0.2146 -0.5812
H 7.785 -5.592 -3.064 -0.0605 -0.3920 0.6086
H 7.974 -6.802 -4.328 -0.2488 -0.2544 0.1398
C 0.971 10.048 -4.558 -0.4796 -0.6069 -0.3903
C 0.822 8.491 -4.556 -0.0673 -0.3415 0.0222
C -0.615 8.186 -4.950 -0.8289 2.2368 -0.0073
O -1.248 9.503 -5.169 0.1715 -0.1161 -0.3986
C -0.493 10.522 -4.534 0.6334 -0.6720 0.7041
H 1.393 10.451 -5.478 0.3486 -0.3969 -0.0427
H 1.559 10.418 -3.717 -0.0619 -0.0465 -0.0222
H 0.949 8.032 -3.576 0.4944 0.3576 0.0968
H 1.416 7.915 -5.265 0.6416 0.5090 0.1613
H -1.181 7.738 -4.133 0.0534 -0.4843 -0.2681
H -0.677 7.659 -5.902 -0.2993 -0.1587 0.2737
H -0.800 10.646 -3.495 -0.2934 -0.0599 0.2594
H -0.597 11.499 -5.006 -0.3201 -0.2340 -0.3784
C -8.134 8.827 -3.172 -0.0691 1.7347 -0.7223
C -7.142 7.866 -2.612 -0.3380 -1.6316 0.1566
C -6.414 8.607 -1.523 0.3407 0.1407 -0.0202
O -7.324 9.549 -1.042 -1.2976 1.5201 0.1847
C -8.423 9.768 -1.954 0.5668 -1.9078 -0.4150
H -9.039 8.390 -3.594 -0.0761 -0.2727 0.4210
H -7.697 9.315 -4.043 0.1549 0.6182 0.1555
H -6.511 7.396 -3.365 0.0735 0.0726 0.1066
H -7.755 7.089 -2.154 0.3272 -0.4166 0.2075
H -5.540 9.152 -1.877 0.3492 -0.2171 -0.2026
H -6.149 7.993 -0.662 0.2678 -0.2138 -0.2245
H -8.569 10.819 -2.205 0.1007 -0.0702 0.1808
H -9.286 9.307 -1.473 -0.3927 0.6375 0.1711
C -8.155 -0.054 -2.427 -0.3813 0.3050 0.3253
C -8.837 1.319 -2.443 0.7057 0.5424 0.8121
C -10.019 1.134 -1.434 1.3589 -0.1777 -2.0401
O -9.601 0.128 -0.566 1.0851 -1.4394 0.9338
C -8.261 -0.418 -0.940 -1.1835 0.6758 -0.8071
H -7.121 -0.099 -2.769 -0.0491 0.3104 -0.0594
H -8.758 -0.686 -3.079 0.0704 -0.5526 0.2717
H -9.116 1.680 -3.433 -0.1965 -0.1062 0.0605
H -8.124 2.029 -2.023 0.0416 0.2686 -0.0346
H -10.815 0.786 -2.091 -0.7600 -0.0307 0.4736
H -10.284 2.041 -0.892 -0.0762 -0.0059 -0.0476
H -8.167 -1.492 -0.776 -0.6059 0.0764 0.2409
H -7.501 0.070 -0.331 0.0303 0.1489 -0.0969
C -3.818 1.548 -7.726 1.0063 0.7266 1.3940
C -4.844 1.341 -8.740 -1.5352 -0.6885 -0.7442
C -4.336 0.112 -9.493 -0.1862 -0.7372 -0.2374
O -2.972 -0.156 -9.084 -1.0576 1.2966 -0.2979
C -2.624 1.088 -8.483 2.2167 -0.5016 0.7320
H -3.909 0.930 -6.833 -0.2379 -0.0151 -0.0075
H -3.693 2.586 -7.418 -0.1274 0.0163 0.1284
H -4.863 2.200 -9.409 -0.3137 -0.0036 -0.0043
H -5.838 1.091 -8.367 -0.1163 0.5088 0.0468
H -4.455 0.353 -10.550 0.4780 -0.5197 -0.3393
H -4.907 -0.783 -9.245 -0.0594 -0.0080 -0.1735
H -2.271 1.811 -9.218 -0.2260 0.1770 -0.3811
H -1.786 0.937 -7.802 0.1693 -0.2691 -0.1008
C 7.461 9.531 0.067 -0.0095 -0.4181 0.0290
C 7.881 9.801 1.527 -0.6409 1.9197 -0.6838
C 6.516 9.916 2.243 1.2965 -2.0394 -0.5357
O 5.843 8.814 1.632 -1.0693 -0.2579 -0.2454
C 6.230 8.625 0.228 0.2252 0.5331 1.4431
H 8.272 9.051 -0.482 -0.0988 0.0460 -0.1451
H 7.101 10.388 -0.502 0.4940 0.3846 0.2736
H 8.393 10.752 1.672 0.4667 -0.0442 -0.3013
H 8.536 8.985 1.835 -0.4204 0.0009 0.5395
H 5.956 10.849 2.179 0.2427 0.2506 -0.5747
H 6.666 9.725 3.306 -0.3492 -0.3144 0.0772
H 5.434 8.956 -0.439 -0.1805 -0.1343 0.1174
H 6.407 7.558 0.093 0.0359 0.0675 0.0153
C 1.339 -5.862 -6.037 0.4230 -0.0703 -0.4102
C 2.337 -5.196 -7.048 -1.1637 0.8586 2.0934
C 1.832 -3.928 -7.800 -0.3983 -2.0901 -0.7715
O 3.000 -3.167 -7.864 -0.4972 1.6583 -1.4336
C 3.712 -3.401 -6.792 0.8514 -1.3913 0.6398
O 4.639 -2.797 -6.408 1.5036 1.7340 0.4118
O 3.346 -4.545 -6.229 -0.6441 -1.2001 0.5639
H 1.835 -6.658 -5.481 0.2368 0.0232 -0.1338
H 0.445 -6.321 -6.457 0.1449 0.1039 -0.5510
H 0.972 -5.176 -5.274 0.2701 0.4045 -0.2369
H 2.905 -5.908 -7.647 -0.4836 -0.0397 -0.3751
H 1.033 -3.377 -7.304 0.0060 -0.1917 0.1877
H 1.553 -4.192 -8.820 -0.2255 0.2218 0.0454
C 9.391 -2.712 2.652 0.0188 -0.8058 0.3257
C 8.867 -3.800 3.592 0.5974 0.5179 -0.6407
C 8.934 -3.440 5.079 1.0584 0.3966 -1.6574
O 7.647 -3.684 5.463 -1.6702 -0.7148 3.4988
C 6.794 -3.851 4.450 -3.4168 0.1049 1.1113
O 5.589 -3.955 4.489 2.1068 0.0509 0.6072
O 7.485 -3.818 3.376 0.1197 -0.2412 -3.7258
H 9.216 -3.054 1.632 0.1071 0.2890 -0.0488
H 10.448 -2.497 2.810 0.0084 -0.0093 -0.0339
H 8.782 -1.835 2.869 0.1679 0.1299 -0.2169
H 9.172 -4.818 3.349 0.6846 0.0792 0.1117
H 9.092 -2.364 5.146 0.5115 0.0665 0.3508
H 9.688 -4.030 5.599 -0.2673 0.1328 0.3295
C -0.335 9.849 2.360 -0.8864 -0.2188 0.3844
C -1.285 9.201 3.412 2.3541 0.4808 -0.9416
C -0.436 8.796 4.651 -1.2518 -0.1125 -0.8672
O -1.029 9.586 5.686 -0.4302 0.1432 -0.1566
C -2.021 10.412 5.170 0.6931 1.2965 2.0086
O -2.603 11.233 5.845 0.7331 -1.6138 -1.2146
O -2.096 10.277 3.854 -0.9338 -0.3955 0.0920
H 0.409 9.155 1.971 -0.2098 -0.0598 -0.1328
H 0.183 10.670 2.855 0.0911 -0.0499 0.1232
H -0.943 10.312 1.583 0.1639 -0.2721 -0.2791
H -1.873 8.370 3.023 -0.1854 0.2698 0.0030
H 0.617 9.006 4.464 -0.0334 0.3774 0.4702
H -0.535 7.723 4.818 -0.1055 0.1176 0.5128
C -10.112 3.025 4.294 0.5362 -0.3440 0.7548
C -8.621 3.150 3.914 -0.8556 0.0960 -0.7121
C -8.311 4.316 2.976 0.0843 -0.3230 0.7355
O -7.701 5.244 3.857 0.1580 1.3104 -1.1102
C -7.397 4.711 5.018 0.1551 0.7357 2.9530
O -6.951 5.352 5.960 -0.5587 -1.6853 -1.9631
O -7.785 3.404 5.062 -0.0826 0.1792 -0.4346
H -10.257 2.021 4.691 -0.2716 -0.0781 -0.2366
H -10.807 3.232 3.480 0.2897 -0.2706 -0.2465
H -10.416 3.675 5.114 0.3686 0.3516 -0.0073
H -8.300 2.275 3.348 0.0832 -0.4146 0.7672
H -9.220 4.760 2.570 0.2832 0.0192 -0.2455
H -7.584 3.986 2.233 -0.1521 0.4011 -0.2469
C 5.327 -11.565 1.839 0.4224 0.6084 -1.3445
C 5.089 -10.181 1.175 -1.0597 -0.9505 1.1351
C 4.171 -10.182 -0.078 1.2163 -0.0109 0.0224
O 3.146 -9.231 0.219 0.2606 -1.0559 -1.8964
C 3.231 -8.896 1.475 -3.0665 4.3193 3.5915
O 2.478 -8.093 2.054 2.2008 -2.7594 -2.0448
O 4.271 -9.442 2.077 0.7710 -0.2334 0.9557
H 4.394 -12.086 2.052 0.0023 0.3001 0.2802
H 5.989 -11.457 2.697 -0.3535 -0.0478 0.1336
H 5.854 -12.176 1.106 0.1782 -0.1838 -0.0455
H 6.026 -9.627 1.120 0.0244 -0.0934 -0.5795
H 3.755 -11.174 -0.253 -0.1931 0.1019 -0.0347
H 4.754 -9.852 -0.938 -0.3670 0.0012 -0.1891
C 5.348 4.752 6.690 0.6683 -1.3998 -1.1991
C 5.157 3.841 5.414 0.5500 1.1803 1.8708
C 6.243 2.774 5.135 -0.2852 1.3224 -0.6550
O 5.475 1.636 4.799 1.0746 -0.8150 -0.4894
C 4.228 1.743 5.224 -2.9743 -1.0316 1.0305
O 3.382 0.862 5.241 2.4267 2.6049 -0.1182
O 4.049 3.034 5.721 -0.9543 -1.3789 -0.5489
H 5.832 4.103 7.419 -0.4682 0.1609 0.5194
H 4.343 5.080 6.955 0.3108 0.0922 0.3198
H 6.041 5.577 6.526 -0.2391 0.1569 -0.2289
H 4.916 4.554 4.625 0.0967 -0.5688 -0.6700
H 6.895 2.584 5.987 -0.1867 -0.1300 0.1764
H 6.859 3.054 4.280 0.0068 -0.1719 -0.0038
C -2.324 3.881 12.411 0.6128 -0.1086 -0.0176
C -2.646 3.822 10.959 -2.0520 -0.6396 -0.1968
C -1.681 4.386 9.973 0.3852 1.4741 0.5878
O -1.425 3.350 9.072 0.4543 0.9945 -1.0654
C -2.163 2.282 9.371 2.0511 -4.5906 -2.4668
O -2.052 1.210 8.750 -0.9821 3.5189 1.9511
O -2.796 2.471 10.495 -1.1706 -0.4577 1.4685
H -1.412 3.300 12.548 0.0733 0.0527 0.3833
H -3.120 3.492 13.045 0.0510 0.0143 -0.1377
H -2.134 4.927 12.649 0.0380 -0.0025 0.2522
H -3.630 4.256 10.780 -0.0908 0.2288 0.1527
H -0.776 4.753 10.458 0.3593 -0.3327 -0.1428
H -2.162 5.267 9.548 0.2500 -0.1321 -0.7484
```
Forces are in eV/Å.